1.
Entry from OMol25: a molecular structure, C34H57FeN3O3Si (ωB97M-V/def2-TZVPD).

As for the spin multiplicity: 5. Its HOMO-LUMO gap (spin up / spin down) is 7.9 / 8.5 eV. As for the expectation value of S²: 6.024. As for the largest force on an atom: 3.54 eV Å⁻¹.

Last column: Mulliken spin population.
Cartesian coordinates (Å):
O 1.90097 -1.72687 -1.64987  0.0023
O 0.89596 -0.30866 -3.81464  0.0007
C 2.79261 -1.48833 -0.54798  -0.0038
C 2.82387 -2.53283 0.55975  0.0036
H 2.56982 -0.51034 -0.09413  0.0024
H 3.78509 -1.38814 -1.01254  -0.0002
H 2.03181 -2.36019 1.30655  0.0004
H 3.78091 -2.42604 1.08368  0.0004
H 2.74073 -3.55642 0.18425  0.0000
C 0.56498 -2.13341 -1.27210  -0.0048
C 0.20923 -3.36015 -2.07002  -0.0040
H -0.13171 -1.31475 -1.51249  0.0113
H 0.50813 -2.31811 -0.18828  -0.0021
H 0.04492 -3.08817 -3.11866  -0.0002
H -0.70370 -3.81508 -1.67013  0.0004
H 1.02433 -4.09131 -2.02865  0.0001
C -0.16089 0.29524 -4.57872  0.0001
C 1.92371 -0.90558 -4.62014  -0.0001
C -1.47537 -0.39912 -4.31785  -0.0003
H 0.07286 0.26472 -5.65738  0.0002
H -0.21450 1.35142 -4.27251  0.0006
H -1.42832 -1.45051 -4.62170  0.0000
H -2.25815 0.08404 -4.90836  -0.0001
H -1.75782 -0.34128 -3.26197  0.0001
C 1.42443 -2.05266 -5.46029  0.0001
H 2.67790 -1.24501 -3.90329  -0.0001
H 2.37666 -0.12452 -5.25511  0.0000
H 0.91603 -2.79669 -4.84445  0.0000
H 2.27486 -2.53650 -5.94326  0.0000
H 0.74490 -1.70211 -6.24109  0.0000
H 1.35905 0.20733 -1.89548  0.0097
N -1.05732 -0.70980 3.44584  0.0434
C -2.01632 -0.29027 4.31177  0.1070
C -2.75574 0.86427 4.06872  0.0891
C -2.69855 1.60808 2.89438  0.1460
C -2.28523 -1.09521 5.54601  0.0015
H -1.36839 -1.52251 5.98132  0.0003
H -2.99339 -1.91786 5.34848  0.0020
H -2.74691 -0.43424 6.29390  -0.0015
C -3.72492 2.66243 2.62549  -0.0033
H -4.34746 2.43098 1.74711  0.0006
H -3.28144 3.65894 2.48048  0.0007
H -4.39132 2.71547 3.49410  0.0008
N -1.72266 1.41757 1.97771  0.0274
C -0.63738 -2.08419 3.44872  0.0324
C 0.60489 -2.44113 4.00853  -0.1224
C 1.52936 -1.42534 4.61620  0.0394
C 0.96022 -3.78916 4.04155  -0.0099
H 1.92023 -4.06374 4.48378  -0.0005
C 0.08906 -4.76783 3.55675  0.0196
H 0.37371 -5.81783 3.59204  0.0007
C -1.15542 -4.40575 3.03865  -0.0072
H -1.86487 -5.15572 2.68670  -0.0002
C -1.53513 -3.06534 2.98304  -0.0415
C -2.92185 -2.72197 2.52420  0.0125
C -1.78377 1.98052 0.65271  -0.0153
C -1.15068 3.20491 0.38848  -0.0335
C -0.27732 3.85757 1.41310  0.0314
C -1.35801 3.80275 -0.85369  -0.0098
H -0.89857 4.77422 -1.05280  0.0005
C -2.14895 3.18284 -1.82448  0.0262
H -2.31721 3.66972 -2.78651  0.0005
C -2.74869 1.94542 -1.55655  -0.0143
H -3.38919 1.46477 -2.30031  0.0006
C -2.55878 1.32600 -0.31980  -0.0709
C -3.18154 -0.00426 -0.01124  0.0508
Fe -0.23671 0.46111 2.30587  3.5426
H 2.29753 -1.10042 3.89764  -0.0001
H 2.05483 -1.88677 5.46510  0.0014
H 1.01703 -0.52964 4.99378  0.0005
H -2.97702 -1.77033 1.97936  -0.0048
H -3.62723 -2.66641 3.36958  0.0008
H -3.29135 -3.50900 1.85271  0.0001
H -0.16062 4.92142 1.17254  0.0002
H 0.72830 3.41604 1.44368  -0.0024
H -0.69704 3.78260 2.42411  0.0023
H -3.77321 0.02572 0.91611  -0.0011
H -2.42174 -0.79548 0.10188  -0.0127
H -3.85713 -0.31912 -0.81759  -0.0004
H -3.50371 1.14764 4.80646  0.0019
C 1.27825 1.27309 -1.49184  -0.0126
Si 2.46274 2.43553 -2.44260  0.0005
H 0.23842 1.59579 -1.61205  0.0055
H 1.51275 1.24240 -0.42445  0.0044
C 4.11522 1.55889 -2.70670  -0.0001
C 2.69573 4.04041 -1.46916  -0.0004
C 1.90394 2.99390 -4.16888  0.0000
H 2.66963 3.67052 -4.58672  0.0000
H 0.95448 3.54898 -4.12894  0.0001
H 1.78508 2.15478 -4.87252  0.0002
H 4.66281 1.46877 -1.75783  0.0001
H 4.74399 2.12688 -3.41011  0.0000
H 3.97004 0.54989 -3.11820  0.0000
H 2.81037 3.84715 -0.39240  0.0001
H 1.83188 4.70989 -1.61132  0.0001
H 3.59633 4.56739 -1.82466  -0.0001
O 2.49287 2.62342 4.42770  0.0506
C 1.91954 1.98935 3.60077  0.0693
N 1.33020 1.34126 2.76109  0.0340

Force components x, y, z for each atom (eV/Å):
-0.172 -0.676 1.075
-0.200 -0.227 -1.244
0.082 0.392 -0.340
-0.093 0.086 0.232
0.011 -0.184 -0.096
-0.293 -0.132 0.065
0.226 -0.182 -0.237
-0.156 -0.101 -0.032
0.052 0.100 -0.009
0.559 0.488 -0.042
-0.172 -0.240 -0.095
0.192 -0.061 0.099
0.022 -0.025 -0.310
-0.021 -0.111 0.291
0.065 -0.003 -0.142
-0.180 0.079 0.053
0.456 0.086 0.219
-0.118 0.504 0.463
-0.200 -0.146 -0.107
-0.021 0.109 0.329
-0.067 -0.262 -0.113
-0.002 0.117 0.106
-0.062 -0.012 0.055
0.112 -0.029 -0.100
0.041 -0.154 -0.184
-0.172 0.045 -0.121
-0.036 -0.181 0.067
0.070 0.082 -0.117
-0.031 -0.031 -0.082
0.005 -0.149 0.030
-0.055 1.857 0.604
-1.774 -1.836 2.077
1.241 -0.777 -0.966
-0.223 0.117 0.450
1.068 0.297 -1.687
-0.382 -0.053 0.541
-0.287 0.126 -0.314
0.316 0.249 0.051
0.099 -0.286 -0.178
-0.716 0.220 0.399
0.339 0.033 0.163
0.018 -0.381 -0.087
0.048 0.104 -0.239
-3.125 1.583 -0.474
-0.275 -0.104 0.830
-0.318 -0.050 -0.198
0.380 0.117 0.306
-0.311 -0.214 -0.177
-0.281 -0.005 -0.149
0.035 0.095 -0.052
-0.039 0.208 0.019
0.333 0.139 0.073
0.271 0.079 0.089
0.310 -0.043 0.234
-0.383 0.042 -0.357
-0.784 0.529 0.343
-0.155 -0.262 -0.127
0.141 0.549 0.217
-0.096 -0.200 -0.321
-0.121 -0.311 0.006
-0.102 -0.100 0.173
0.060 -0.127 0.266
0.290 0.259 0.040
0.256 0.145 0.177
0.095 0.262 -0.081
-0.340 -0.306 -0.071
2.991 -0.368 -0.861
-0.259 0.015 0.177
-0.092 0.145 -0.238
0.095 -0.284 -0.235
0.094 -0.269 0.297
0.209 0.037 -0.235
0.044 0.184 0.176
-0.007 -0.192 0.073
-0.313 0.005 -0.043
0.125 -0.027 -0.195
0.196 -0.035 -0.214
-0.159 0.287 0.019
0.185 0.111 0.140
0.209 -0.061 -0.162
0.294 -0.850 -0.845
-0.239 -0.294 0.148
0.032 0.008 0.057
0.003 0.312 0.064
0.084 0.101 0.112
0.132 -0.021 0.009
-0.101 -0.124 -0.042
-0.231 -0.191 0.187
0.199 -0.132 -0.047
0.060 0.296 0.238
-0.062 -0.046 -0.205
-0.128 -0.149 0.208
0.005 0.247 0.114
-0.005 0.085 -0.253
0.237 -0.200 0.070
-0.277 -0.078 0.139
-0.367 -0.471 -0.704
-0.522 -0.540 -0.542
2.138 1.361 1.304

2.
Entry from OMol25: 9 unconnected molecules or ions with the total composition C34H57N3O18 (ωB97M-V/def2-TZVPD).

As for the SMILES: C[C@H]1COC(=O)O1.C[C@H]1COC(=O)O1.C[C@H]1COC(=O)O1.C[C@H]1COC(=O)O1.COC(=O)OC.COC(=O)OC.CCCC#N.CCCC#N.CCCC#N. The value obtained for the energy relative to the best compared isomer or geometry (same formula, charge and spin) is 0.0 kJ/mol. Its HOMO-LUMO gap is 10.4 eV. As for the largest force on an atom: 8.70 eV Å⁻¹.

Last column: Löwdin charge in e.
Cartesian coordinates (Å):
C -0.81739 3.48071 -1.80824  -0.0166
C -2.09539 2.65071 -1.65224  -0.2723
C -1.86839 1.34471 -0.87924  -0.0829
O -2.28839 1.65671 0.42276  0.0681
C -2.90739 2.82471 0.39976  -0.5534
O -3.47739 3.26271 1.40376  0.1290
O -2.86739 3.42071 -0.76824  0.1179
H -1.07839 4.46571 -2.13124  0.0802
H -0.05439 2.96271 -2.40224  0.0740
H -0.42939 3.74371 -0.83624  0.0850
H -2.56939 2.47171 -2.64624  0.1693
H -0.84439 1.10271 -0.79224  0.0935
H -2.29239 0.46471 -1.23524  0.1053
C -2.97339 -2.63329 -2.22224  -0.0241
C -3.99939 -2.47829 -1.19324  -0.3752
C -5.47039 -2.39229 -1.66224  -0.0411
O -6.13739 -3.22429 -0.72424  0.1077
C -5.25939 -3.83229 0.05076  -0.5750
O -5.49539 -4.63229 0.93676  0.1346
O -4.01939 -3.51829 -0.28224  0.0740
H -3.19739 -3.54229 -2.72824  0.0912
H -1.98039 -2.62229 -1.84324  0.0510
H -3.12839 -1.74529 -2.92424  0.1343
H -3.67339 -1.65429 -0.54124  0.1225
H -5.60539 -2.76229 -2.65624  0.1260
H -5.90439 -1.40529 -1.68424  0.1278
C -6.41939 0.18271 3.99976  -0.0050
C -5.42239 0.74471 2.96476  -0.2842
C -4.50839 -0.30429 2.27976  -0.0788
O -4.92039 -0.19629 0.94776  0.0511
C -5.79639 0.76871 0.75976  -0.5782
O -6.24939 1.09771 -0.32824  0.1167
O -6.15739 1.31871 1.90576  0.1132
H -6.87139 -0.72529 3.70276  0.0637
H -7.25439 0.81471 4.21176  0.0707
H -5.81639 0.01871 4.96276  0.1183
H -4.81139 1.51471 3.40776  0.1223
H -4.71139 -1.30629 2.64076  0.1373
H -3.51139 0.07371 2.30076  0.0981
C 2.40561 3.27771 3.39976  0.0050
C 3.07161 2.65271 2.09076  -0.2531
C 4.05361 3.58171 1.26176  -0.0724
O 5.17361 2.77371 1.20376  0.1056
C 5.11561 1.69771 1.90176  -0.5769
O 5.98361 0.82571 2.01276  0.1041
O 3.91261 1.57371 2.48176  0.0585
H 3.16161 3.58271 4.12276  0.0875
H 1.74361 2.58071 3.89076  0.0519
H 1.77861 4.13271 3.16176  0.0855
H 2.28261 2.28471 1.45976  0.0919
H 4.13761 4.50971 1.77976  0.1230
H 3.58461 3.75371 0.29776  0.1064
C -2.82839 4.20671 5.30576  -0.0431
O -1.70739 3.88171 4.46176  -0.0499
C -1.56439 2.57871 3.95276  -0.3608
O -2.48239 1.50471 4.22376  -0.0930
O -0.53739 2.50671 3.18676  0.0031
C -0.13439 1.27471 2.56776  -0.0193
H -3.25439 3.27071 5.74776  0.0963
H -3.53439 4.62971 4.57276  0.0968
H -2.52639 4.98471 6.07476  0.1095
H 0.23461 1.52271 1.53976  0.1023
H -0.99439 0.63071 2.33976  0.0859
H 0.60361 0.75271 3.14076  0.0977
C 2.65561 -1.12029 1.48276  -0.0338
O 1.51461 -1.71329 2.08776  0.0197
C 0.38861 -1.77129 1.38776  -0.3999
O 0.20061 -1.02829 0.16376  -0.1114
O -0.57939 -2.44029 1.94676  0.0514
C -1.88939 -2.50629 1.42776  -0.0149
H 2.37661 -0.15829 1.11576  0.0553
H 3.02361 -1.61529 0.56276  0.0940
H 3.46261 -0.99729 2.26976  0.1305
H -2.11339 -3.58029 1.18976  0.1288
H -2.04439 -1.89929 0.58876  0.0499
H -2.68039 -2.21329 2.10176  0.0860
C 3.89661 0.14171 -4.41724  -0.0814
C 2.45361 -0.29829 -4.08224  -0.2147
C 2.17961 -0.21829 -2.55924  -0.1689
C 2.29261 1.10071 -1.89324  -0.1781
N 2.34561 2.13171 -1.33024  0.1775
H 4.64561 -0.63429 -4.35224  0.0689
H 4.15361 0.97871 -3.80624  0.0591
H 4.05461 0.37071 -5.45624  0.0700
H 2.17361 -1.27029 -4.46724  0.0859
H 1.79761 0.26971 -4.66824  0.0879
H 2.84861 -0.89629 -2.03224  0.0905
H 1.14861 -0.59329 -2.34824  0.1058
C 5.50261 -0.92829 -0.74624  -0.1175
C 6.73861 -0.45529 -1.53424  -0.2016
C 7.72061 0.51471 -0.77424  -0.1766
C 8.77661 1.00871 -1.61024  -0.2550
N 9.62061 1.44371 -2.26924  0.1365
H 4.89161 -0.14629 -0.36224  0.0397
H 5.80561 -1.59029 0.11176  0.1015
H 4.79561 -1.51329 -1.26624  0.0317
H 6.29461 0.07571 -2.36424  0.0830
H 7.24561 -1.33829 -1.94924  0.1173
H 8.15061 0.02671 0.10376  0.1235
H 7.27461 1.43871 -0.37824  0.1144
C 0.38961 -4.34229 -1.86624  -0.1089
C 0.47461 -4.69629 -3.30324  -0.2485
C -0.01339 -3.52629 -4.19424  -0.1793
C 0.53161 -3.53329 -5.56924  -0.2283
N 0.97661 -3.56529 -6.62024  0.1441
H 0.89261 -5.17429 -1.32624  0.0905
H -0.66539 -4.20429 -1.63924  0.0540
H 0.94761 -3.41029 -1.48024  0.0963
H -0.09739 -5.59729 -3.62624  0.1351
H 1.42461 -4.91229 -3.68424  0.0862
H 0.24761 -2.53929 -3.80424  0.0993
H -1.02639 -3.45729 -4.29524  0.0658

Force components x, y, z for each atom (eV/Å):
-0.069 -0.760 -0.015
1.592 -0.193 -1.239
1.175 1.204 -0.077
-0.210 -0.546 0.258
-2.533 1.385 4.057
1.359 -0.698 -2.283
-1.274 0.282 -0.303
-0.169 0.468 -1.122
-0.176 0.463 0.043
0.417 -0.629 0.636
-0.095 0.368 0.929
1.455 -0.097 -0.143
-1.553 -1.336 -0.679
-0.828 1.407 -1.909
-0.264 2.457 1.045
0.788 0.378 0.199
-0.924 0.337 -0.138
-0.463 -2.542 2.141
-0.105 1.407 -1.318
0.816 -1.528 0.440
0.218 -0.813 -0.876
0.768 0.060 0.374
0.456 -1.209 0.615
-0.755 0.606 -0.630
0.016 -0.747 -0.671
0.011 0.449 0.549
2.340 0.253 1.321
-0.676 -0.594 1.572
-1.177 1.245 0.803
0.460 -1.240 -1.704
-1.830 1.394 -2.230
1.006 -0.772 1.593
-0.175 0.356 -0.450
-0.154 -1.284 -0.505
-0.189 0.958 0.115
-1.035 0.078 -1.231
0.158 0.283 0.142
0.392 -0.172 0.090
0.971 -0.377 0.508
0.945 -0.250 -1.283
-0.629 1.611 1.649
-3.370 -1.130 0.966
2.439 1.861 -1.863
1.230 -4.157 1.499
-1.774 2.372 -0.406
-0.146 -0.163 0.182
0.162 0.019 -0.141
0.081 -0.389 0.001
0.073 0.169 -0.251
-0.204 -0.319 -0.382
0.963 0.664 0.377
0.515 -0.092 -0.321
-0.683 -0.313 -0.214
1.381 -3.191 -1.001
-6.691 -3.277 2.974
5.640 6.460 -1.491
0.476 0.223 -0.109
-1.124 -0.212 -2.046
0.429 0.934 -0.223
-0.165 0.002 0.762
-0.124 -1.169 -1.055
0.027 0.082 1.106
0.117 0.256 0.630
0.381 -0.070 0.501
1.511 0.613 -0.113
-1.637 -1.284 -0.384
-1.087 4.714 -6.279
1.247 -4.263 6.602
1.567 0.344 1.007
-1.077 -2.221 -0.336
-0.204 0.923 -0.008
-0.289 -0.487 0.821
-1.159 -0.461 -0.999
0.460 1.069 0.066
0.445 0.768 -1.387
0.519 0.177 1.005
-0.479 -1.096 -0.491
1.431 -0.023 0.581
-1.093 -0.358 -0.224
0.074 2.165 0.951
-0.060 -2.757 -1.435
0.113 -0.484 0.946
0.413 0.630 0.291
-0.541 0.682 -0.550
0.525 -0.716 0.355
-1.161 1.567 -0.350
0.086 -0.015 0.038
0.664 0.320 0.053
1.718 -0.823 1.905
-0.792 0.337 0.205
-1.036 -0.653 0.435
1.502 0.354 -1.189
-0.698 -0.372 0.481
-0.095 1.082 0.557
-0.245 0.793 -0.515
-0.351 -0.908 -1.412
0.368 0.339 -0.568
0.183 0.432 0.242
0.000 -0.078 -0.090
-0.575 -0.502 -0.067
1.245 0.123 1.609
-1.293 0.764 -2.171
2.439 0.423 -0.513
-0.356 -0.332 1.136
0.319 0.055 -0.745
-0.912 0.414 0.202
0.109 -0.299 0.656
-0.785 -1.100 -1.178
0.037 0.547 0.771
1.880 -0.309 0.051
0.355 -0.115 0.381
-2.977 -0.199 -0.114